DFT (ωB97M-V with the def2-TZVPD basis set) results for a 2-piece molecular cluster, C2H3IN2S overall in a non-equilibrium geometry.

```
9
Properties=species:S:1:pos:R:3:forces:R:3:nbo_charge:R:1
C 0.533463 0.890395 -0.503091 0.03 -0.04 -0.12 -0.4091
C 1.565229 0.895641 0.312022 0.47 -0.20 0.00 -0.3366
N -3.069167 -1.439923 1.279659 0.59 -0.13 -0.90 0.0187
N -2.471123 -1.597064 0.337639 -2.46 0.64 3.87 -0.1562
S -1.674327 -1.814849 -0.920777 1.84 -0.57 -2.98 0.1420
I 3.339160 -0.183448 -0.046007 -0.37 0.18 0.03 0.1077
H 0.516863 0.325266 -1.420378 0.05 -0.06 -0.10 0.2087
H -0.346916 1.469018 -0.270190 -0.12 0.11 0.09 0.2119
H 1.606818 1.454960 1.231119 -0.03 0.06 0.10 0.2130
```
Forces are in eV/Å.

Its HOMO-LUMO gap is 9.73 eV. As for the SMILES: N#[N+][S-].C=CI. For the calculated total energy, the calculation gives -883.33542 hartree. As for the energy above the lowest of the compared OMol25 structures with the same formula, charge and spin: 149.9 kJ/mol.